Record 1
DFT (ωB97M-V/def2-TZVPD) results for a structure of composition C16H26As2F6GeIrN2OS5 in a non-equilibrium geometry.

```
60
Properties=species:S:1:pos:R:3:lowdin_charge:R:1
Ir -0.66 -1.18 -0.78 0.843
C 0.61 -0.47 4.93 -0.079
C 1.49 0.49 4.14 -0.232
N 1.79 0.01 2.80 -0.142
C 2.97 -0.82 2.64 -0.267
C 4.24 -0.02 2.41 -0.089
C 0.96 0.32 1.76 -0.722
S 1.48 -0.06 0.16 0.623
N -0.18 0.93 2.12 0.096
C -1.21 1.10 1.30 -0.440
O -1.37 0.63 0.15 -0.215
C -2.36 1.91 1.84 -0.120
C -3.45 2.16 1.01 -0.001
C -4.51 2.91 1.48 -0.077
C -4.50 3.42 2.77 -0.113
C -3.41 3.17 3.60 -0.106
C -2.34 2.42 3.13 -0.036
H 0.40 -0.07 5.92 0.065
H 1.10 -1.45 5.04 0.066
H -0.33 -0.62 4.39 0.073
H 2.45 0.64 4.65 0.106
H 1.00 1.45 4.06 0.099
H 2.80 -1.50 1.81 0.074
H 3.07 -1.42 3.55 0.112
H 4.18 0.51 1.45 0.057
H 5.12 -0.68 2.39 0.068
H 4.39 0.72 3.20 0.062
H -3.44 1.77 0.00 0.103
H -5.36 3.11 0.82 0.101
H -5.33 4.01 3.13 0.089
H -3.40 3.56 4.61 0.089
H -1.49 2.20 3.76 0.095
S -1.59 -5.58 -1.31 0.020
As -2.02 -3.97 0.04 -0.598
S -0.19 -3.10 0.85 -0.042
S -2.87 -2.28 -1.03 0.001
S -3.26 -4.83 1.52 -0.070
F -1.51 0.51 -2.87 -0.307
As -2.43 1.70 -3.76 0.680
F -3.73 0.57 -3.91 -0.259
F -3.12 2.29 -2.28 -0.254
F -3.33 2.88 -4.66 -0.273
F -1.12 2.82 -3.59 -0.258
F -1.74 1.10 -5.23 -0.266
C 1.48 0.49 -4.13 -0.225
Ge 1.82 -1.29 -3.40 0.701
C 2.27 -2.46 -4.95 -0.245
C 3.51 -1.30 -2.39 -0.256
C 0.28 -2.07 -2.51 -0.512
H 2.38 0.87 -4.63 0.012
H 1.19 1.18 -3.34 0.013
H 0.66 0.45 -4.84 0.007
H 3.12 -2.04 -5.50 0.002
H 1.42 -2.56 -5.63 0.009
H 2.55 -3.46 -4.59 0.006
H 4.35 -1.36 -3.09 0.004
H 3.55 -2.16 -1.71 0.012
H 3.62 -0.39 -1.78 -0.024
H 0.51 -3.11 -2.27 -0.038
H -0.53 -2.05 -3.24 -0.019
```

Computed properties:
Energy   -273560.6767 eV
Multiplicity   6
Total charge   -2
Relative energy (zero: lowest compared OMol25 entry of this formula, charge and spin)   93.2 kJ/mol


Record 2
DFT (ωB97M-V/def2-TZVPD) results for a structure of composition C16H26BiGeIN3S.

```
49
Properties=species:S:1:pos:R:3:lowdin_charge:R:1
Bi 0.74 0.21 -1.71 1.632
S -0.04 -0.51 0.55 0.570
C -0.09 1.27 0.76 -0.711
C -0.52 1.94 1.88 -0.023
C -0.47 3.33 1.84 0.039
C -0.03 4.00 0.70 0.015
C 0.38 3.27 -0.39 -0.060
N 0.36 1.92 -0.34 -0.232
H -0.88 1.41 2.75 0.138
H -0.79 3.90 2.71 0.146
H 0.01 5.08 0.67 0.141
H 0.73 3.72 -1.30 0.141
I 6.96 0.73 -2.28 1.053
C 5.10 0.23 -1.55 -0.737
C 4.81 -0.37 -0.33 -0.049
N 3.49 -0.53 -0.25 0.026
N 2.88 -0.08 -1.37 -0.287
C 3.88 0.40 -2.17 -0.164
H 5.46 -0.70 0.46 0.156
H 2.96 -0.94 0.51 0.152
H 3.66 0.81 -3.14 0.128
C -5.59 0.87 -3.62 -0.097
C -6.08 0.16 -2.37 -0.249
C -5.24 -1.06 -1.99 -0.281
C -3.81 -0.63 -1.56 -0.326
Ge -2.77 -2.15 -0.98 1.093
C -1.61 -3.16 -2.15 -0.324
C -2.48 -3.80 -3.26 -0.250
C -3.30 -4.95 -2.71 -0.226
C -4.43 -4.43 -1.84 -0.066
H -6.34 1.58 -3.97 0.087
H -5.42 0.16 -4.44 0.083
H -4.67 1.43 -3.45 0.063
H -7.11 -0.18 -2.52 0.123
H -6.12 0.85 -1.52 0.116
H -5.18 -1.74 -2.84 0.094
H -5.72 -1.60 -1.17 0.116
H -3.88 0.05 -0.72 0.079
H -3.32 -0.13 -2.40 0.064
H -2.95 -2.60 0.47 0.003
H -1.12 -3.92 -1.55 0.083
H -0.84 -2.54 -2.62 0.038
H -1.82 -4.11 -4.07 0.126
H -3.16 -3.05 -3.70 0.110
H -2.66 -5.64 -2.16 0.124
H -3.73 -5.52 -3.53 0.135
H -4.09 -3.68 -1.08 -0.004
H -4.89 -5.20 -1.22 0.113
H -5.21 -3.95 -2.42 0.092
```

Computed properties:
Energy   -102747.2544 eV
Total charge   +3
Relative energy (zero: lowest compared OMol25 entry of this formula, charge and spin)   58.1 kJ/mol


Record 3
DFT (ωB97M-V/def2-TZVPD) results for a cluster of 2 separate species, C16H26BrFN3O5 in total.

```
52
Properties=species:S:1:pos:R:3:lowdin_charge:R:1
O -1.41 5.10 1.60 -0.033
C -1.14 4.87 0.40 -0.660
O -1.89 4.66 -0.57 -0.030
C 0.40 4.93 0.07 -0.503
O 1.10 5.36 1.21 -0.019
C 0.62 5.94 -1.06 -0.200
C 0.56 7.39 -0.54 -0.152
C 1.93 7.96 -0.17 -0.205
F 1.91 8.58 1.09 -0.081
N 1.01 3.60 -0.28 -0.313
Br 0.83 3.20 -2.11 0.849
C 0.71 2.48 0.54 -0.281
C 0.48 2.61 1.92 0.001
C 0.25 1.48 2.67 -0.156
N 0.23 0.23 2.21 0.036
C 0.48 0.11 0.91 -0.171
C 0.72 1.17 0.05 -0.085
H 0.40 5.71 1.79 0.091
H -0.16 5.83 -1.81 0.084
H 1.61 5.78 -1.51 0.087
H -0.11 7.49 0.32 0.121
H 0.15 7.99 -1.35 0.107
H 2.26 8.71 -0.89 0.107
H 2.69 7.18 -0.12 0.109
H 0.47 3.57 2.39 0.097
H 0.06 1.61 3.73 0.100
H 0.48 -0.89 0.50 0.079
H 0.91 0.94 -0.98 0.031
C 1.85 -3.92 -1.04 -0.116
O 0.71 -3.40 -0.39 -0.200
C -0.39 -3.14 -1.26 -0.213
C -1.52 -4.12 -1.04 -0.212
N -1.16 -5.46 -1.51 -0.052
C -2.09 -6.51 -1.11 -0.206
C -2.31 -6.77 0.37 -0.232
O -1.20 -7.32 1.05 -0.182
C -0.23 -6.38 1.48 -0.098
H 2.67 -3.87 -0.32 0.089
H 1.73 -4.96 -1.35 0.075
H 2.12 -3.32 -1.91 0.088
H -0.08 -3.12 -2.30 0.124
H -0.76 -2.14 -1.00 0.115
H -2.40 -3.78 -1.59 0.125
H -1.76 -4.10 0.03 0.107
H -0.24 -5.69 -1.17 0.068
H -1.73 -7.44 -1.56 0.117
H -3.06 -6.30 -1.57 0.116
H -3.10 -7.53 0.45 0.118
H -2.68 -5.88 0.90 0.112
H -0.69 -5.44 1.78 0.091
H 0.53 -6.19 0.72 0.071
H 0.27 -6.81 2.35 0.087
```

Computed properties:
Energy   -104481.2949 eV
Total charge   -1